Record 1
A 2-piece molecular cluster, C4H8NO3 overall at a distorted geometry. Source: the OMol25 dataset; level of theory: ωB97M-V/def2-TZVPD.

Charge   -1
DFT total energy   -437.79504 Ha
M   118.11 g/mol
E_HOMO   -4.5 eV
E_LUMO   3.8 eV

Each line ends with the Löwdin charge.
Element x y z (Å)
1 O 0.98127 -1.03425 -1.29080  -0.136
2 O 0.02686 -2.95445 -0.58319  -0.071
3 O -1.91682 2.12297 1.56342  -0.016
4 N -0.62030 0.58419 0.55986  0.180
5 C 0.86128 -2.04170 -0.54030  -0.809
6 C -1.54943 2.32200 -0.80370  -0.022
7 C -1.38849 1.68323 0.54761  -0.624
8 C 1.99045 -2.14538 0.52118  -0.060
9 H -0.06005 0.21707 -0.21649  0.068
10 H -1.42129 1.63125 -1.62829  0.074
11 H -0.53803 0.17205 1.47527  0.110
12 H 2.17466 -1.15307 0.92085  0.046
13 H -0.77996 3.09886 -0.94363  0.082
14 H 2.89126 -2.44808 -0.01728  0.054
15 H 1.85345 -2.89508 1.30591  0.052
16 H -2.50487 2.84038 -0.87042  0.072

=====

Record 2
An isolated ion of composition C4H8NO3 and charge -1 at a distorted geometry. Source: the OMol25 dataset; level of theory: ωB97M-V/def2-TZVPD.

Charge   -1
DFT total energy   -437.73141 Ha
M   118.11 g/mol
E_HOMO   -4.0 eV
SMILES   N[C@H](CO)CC(=O)[O-]
E_LUMO   3.6 eV

Each line ends with the Löwdin charge.
Element x y z (Å)
1 O 2.36385 -0.09566 -2.36279  -0.069
2 O -1.28285 1.62439 1.71702  -0.105
3 O 0.28114 -0.98694 -2.20357  -0.089
4 N -0.59772 -1.57390 0.29939  0.016
5 C -0.05525 -0.18355 0.55695  -0.363
6 C 1.29483 -0.37014 -1.81656  -0.724
7 C 1.13423 0.22172 -0.28740  -0.085
8 C -1.29737 0.73505 0.57291  -0.220
9 H -0.23653 -2.20480 0.99336  0.036
10 H -0.32255 -1.91119 -0.61724  0.028
11 H -0.85238 2.44375 1.45983  0.063
12 H -2.17873 0.14120 0.84466  0.098
13 H 2.08157 -0.01045 0.18020  0.086
14 H -1.56285 1.18419 -0.38560  0.116
15 H 0.25340 -0.28443 1.60173  0.119
16 H 0.97723 1.27075 -0.55291  0.094

=====

Record 3
A 2-piece molecular cluster, C4H8NO3 overall at a distorted geometry. Source: the OMol25 dataset; level of theory: ωB97M-V/def2-TZVPD.

Charge   -1
DFT total energy   -437.78319 Ha
M   118.11 g/mol
E_HOMO   -4.4 eV
E_LUMO   3.7 eV

Each line ends with the Löwdin charge.
Element x y z (Å)
1 O 1.92017 0.25320 -0.83961  -0.129
2 O 3.22675 -1.53867 -1.13347  -0.089
3 O -1.84435 0.63047 2.11184  -0.027
4 N 0.12512 1.09875 1.05725  0.152
5 C -1.21580 1.04816 1.12822  -0.626
6 C 2.12042 -0.99346 -0.94065  -0.764
7 C 0.95229 -1.93603 -0.59010  -0.044
8 C -2.00613 1.46815 -0.06386  -0.030
9 H 1.37627 -2.86218 -0.20016  0.057
10 H -3.08064 1.35595 -0.05112  0.070
11 H 0.55828 1.05305 0.12050  0.064
12 H -1.68458 0.99364 -1.00238  0.079
13 H 0.19107 -2.12632 -1.34930  0.058
14 H 0.53961 0.54703 1.79399  0.108
15 H 0.44422 -1.47713 0.24611  0.034
16 H -1.62269 2.48537 -0.28726  0.087

=====

Record 4
A 2-piece molecular cluster, C4H8NO3 overall. Source: the OMol25 dataset; level of theory: ωB97M-V/def2-TZVPD.

Charge   -1
DFT total energy   -437.79978 Ha
M   118.11 g/mol
E_HOMO   -4.7 eV
E_LUMO   3.9 eV

Each line ends with the Löwdin charge.
Element x y z (Å)
1 O 0.06799 0.47283 1.15480  -0.120
2 O 1.01234 1.89993 2.61165  -0.073
3 O -1.97050 -1.07617 -2.67384  -0.022
4 N -0.55484 0.26983 -1.51933  0.146
5 C -1.22133 -0.89406 -1.71951  -0.616
6 C -0.93596 -1.95464 -0.69083  -0.025
7 C 1.05091 1.02821 1.72946  -0.767
8 C 2.46112 0.61987 1.27137  -0.052
9 H -1.01949 -2.98272 -1.02861  0.069
10 H -1.66396 -1.80089 0.11272  0.086
11 H 2.50812 -0.06934 0.42531  0.051
12 H -0.94646 1.03188 -2.05634  0.098
13 H 3.03694 1.51146 1.00857  0.058
14 H 2.94677 0.14586 2.12738  0.058
15 H 0.00937 -1.75188 -0.18612  0.063
16 H -0.16630 0.47005 -0.58353  0.048

=====

Record 5
An isolated ion of composition C4H8NO3 and charge +2 at a distorted geometry. Source: the OMol25 dataset; level of theory: ωB97M-V/def2-TZVPD.

Charge   +2
Spin multiplicity   2
DFT total energy   -436.90848 Ha
M   118.11 g/mol
E_HOMO (alpha / beta)   -19.7 / -19.7 eV
E_LUMO (alpha / beta)   -10.3 / -14.3 eV

Each line ends with the Löwdin charge.
Element x y z (Å)
1 O 0.43300 -1.27806 -2.10450  0.158
2 O 0.64691 -2.52035 -0.18203  0.242
3 O -1.09944 1.74584 1.92777  0.408
4 N -0.53976 0.82382 -1.03501  0.243
5 C -0.29691 -0.33580 -0.06616  -0.121
6 C -0.07809 1.14916 2.07347  0.007
7 C 0.34272 -1.57827 -0.80964  -0.460
8 C 0.50955 0.07744 1.16618  0.006
9 H 1.40355 0.66475 0.85932  0.185
10 H 0.53873 -2.06837 -2.65793  0.181
11 H -1.33854 -0.55828 0.18697  0.185
12 H -0.77675 0.40763 -1.94894  0.180
13 H 0.55380 1.41263 2.94848  0.236
14 H 0.19831 1.49525 -1.25498  0.192
15 H 0.87444 -0.81131 1.68838  0.175
16 H -1.37151 1.37391 -0.79138  0.183

=====

Record 6
A 2-piece molecular cluster, C4H8NO4 overall at a distorted geometry. Source: the OMol25 dataset; level of theory: ωB97M-V/def2-TZVPD.

Charge   -1
DFT total energy   -513.00161 Ha
M   134.11 g/mol
E_HOMO   -4.9 eV
E_LUMO   3.7 eV

Each line ends with the Löwdin charge.
Element x y z (Å)
1 O 1.16471 -1.26773 0.45910  -0.093
2 O 3.14553 0.21135 -0.06924  -0.193
3 O -0.39777 2.57798 0.27338  0.007
4 O 0.56603 -2.66154 -1.21231  -0.022
5 N -0.40167 -0.63740 -1.13676  0.058
6 C 0.49920 -1.60786 -0.58632  -0.722
7 C -1.72277 0.09802 0.95368  -0.061
8 C 0.01636 1.45356 0.05493  -0.188
9 C -1.05693 0.42818 -0.38498  -0.322
10 H -1.19691 -0.68758 1.48039  0.068
11 H -0.81172 -1.04274 -1.96045  0.107
12 H 3.02831 1.04338 0.39593  -0.021
13 H 1.04420 1.07678 0.10366  0.093
14 H -1.74303 0.84512 -1.12824  0.138
15 H -1.71048 0.89287 1.72039  0.079
16 H 2.31817 -0.44647 0.19778  0.007
17 H -2.74123 -0.27591 0.83906  0.066

=====

Record 7
An isolated ion of composition C4H8NOS and charge -1 at a distorted geometry. Source: the OMol25 dataset; level of theory: ωB97M-V/def2-TZVPD.

Charge   -1
DFT total energy   -685.44940 Ha
M   118.18 g/mol
E_HOMO   -2.6 eV
SMILES   CC(=O)NCC[S-]
E_LUMO   3.6 eV

Each line ends with the Löwdin charge.
Element x y z (Å)
1 S 2.46710 -0.74245 2.52422  0.094
2 O -1.18464 1.29555 -2.14210  -0.008
3 N 0.27497 0.19884 -0.81975  0.058
4 C 1.96285 0.09726 1.02546  -0.843
5 C 0.73589 -0.50823 0.39623  -0.319
6 C -0.96835 0.53200 -1.21123  -0.568
7 C -2.12426 -0.08927 -0.44186  -0.017
8 H 2.76740 0.09884 0.27209  0.039
9 H -0.12317 -0.45319 1.06262  0.084
10 H -2.95682 -0.25827 -1.13355  0.074
11 H -1.87158 -1.04713 -0.00268  0.065
12 H -2.57441 0.61010 0.26258  0.083
13 H 1.76679 1.14407 1.28711  0.035
14 H 0.97485 0.70932 -1.32231  0.127
15 H 0.85339 -1.58744 0.24317  0.096

=====

Record 8
An isolated ion of composition C4H8NOS and charge +1 at a distorted geometry. Source: the OMol25 dataset; level of theory: ωB97M-V/def2-TZVPD.

Charge   +1
DFT total energy   -685.06275 Ha
M   118.18 g/mol
E_HOMO   -14.2 eV
SMILES   SC[N@@H+]1C=COC1
E_LUMO   -3.2 eV

Each line ends with the Löwdin charge.
Element x y z (Å)
1 S -2.58168 0.43758 0.03538  0.866
2 O 1.75859 1.17839 0.05087  0.026
3 N -0.09119 -0.15617 -0.47901  -0.097
4 C 0.35264 1.22922 -0.13236  -0.106
5 C 1.09408 -0.90571 -0.01133  -0.017
6 C -1.18249 -0.62240 0.42427  -0.438
7 C 2.07826 -0.08104 0.25836  -0.072
8 H -3.12546 -0.29973 -0.87005  -0.142
9 H 3.09771 -0.20251 0.62662  0.169
10 H 1.09506 -1.94807 -0.15126  0.130
11 H -0.00186 1.97210 -0.80560  0.135
12 H -0.80363 -0.43952 1.37861  0.087
13 H -1.28060 -1.63517 0.26036  0.086
14 H -0.30227 -0.17206 -1.45830  0.184
15 H -0.10715 1.64509 0.87343  0.188